No. 1
19
Properties=species:S:1:pos:R:3:forces:R:3:lowdin_charge:R:1 method="wB97M-V/def2-TZVPD" fmax_ev_per_a=2.94 charge=0 smiles=CNC.CSC homo_ha=-0.3014 e_above_lowest_kj_mol=117.8
C 1.2872 2.9368 -1.6681 -2.45 0.95 -1.32 -0.1236
N 0.5320 2.3153 -2.7755 1.47 -1.51 0.05 -0.2294
C -0.9055 2.3379 -2.7815 0.64 0.87 0.87 -0.1596
H 0.8541 2.7385 -0.6922 0.10 -0.56 0.08 0.0691
H 1.0366 3.9940 -1.8632 1.16 0.37 0.78 0.0735
H 2.3233 2.6573 -1.7419 0.33 0.19 0.13 0.0676
H 1.0002 2.5719 -3.6258 -0.40 0.08 -0.32 0.0839
H -1.2978 2.1075 -3.7690 -0.01 0.03 0.06 0.0750
H -1.2114 1.5827 -2.0623 -0.55 -0.07 -0.01 0.0681
H -1.2695 3.3291 -2.4231 -0.28 -0.37 -0.33 0.0753
C -1.4844 -2.3032 2.5626 -1.18 -1.39 -0.18 -0.4636
S -0.2826 -2.7625 3.7913 0.88 -0.06 -0.17 0.7212
C 0.9516 -3.5358 2.6750 0.45 -0.38 0.98 -0.4150
H -2.1913 -3.1422 2.4656 0.04 0.24 -0.07 0.0303
H -2.0928 -1.4546 2.8654 0.43 0.31 -0.20 0.0305
H -0.9902 -2.2538 1.5997 -0.09 0.76 -0.09 0.0202
H 0.9375 -4.6274 2.6982 -0.43 0.04 -0.03 0.0269
H 1.9238 -3.2775 3.1044 -0.04 0.18 -0.34 0.0206
H 0.8794 -3.2142 1.6403 -0.05 0.30 0.09 0.0290



No. 2
64
Properties=species:S:1:pos:R:3:forces:R:3:lowdin_charge:R:1 method="wB97M-V/def2-TZVPD" fmax_ev_per_a=0.14 charge=+1 homo_ha=-0.3548 e_above_lowest_kj_mol=13.8
Ga -0.4888 -0.0817 -0.4476 -0.07 0.11 -0.05 0.0653
C -2.8696 -0.6205 1.9409 -0.03 -0.01 -0.01 -0.4602
C -2.0440 -1.8608 2.2586 0.04 0.00 -0.02 -0.4474
S -0.3519 -1.7123 1.6298 -0.03 -0.04 0.06 1.0038
C -0.0621 -3.2596 0.7498 -0.01 0.02 0.02 -0.4615
C -1.0519 -3.6226 -0.3486 0.01 0.00 -0.02 -0.4372
S -1.2364 -2.3411 -1.6257 -0.01 0.00 -0.01 0.9370
C -3.0342 -2.1992 -1.7641 0.05 0.00 0.01 -0.4778
C -3.7657 -1.7556 -0.5021 -0.01 0.01 -0.01 -0.4606
S -3.0853 -0.2247 0.1846 0.04 0.00 -0.02 0.9357
H -2.3846 0.2727 2.3395 0.00 0.00 -0.01 0.0636
H -3.8578 -0.6986 2.3935 0.00 0.00 0.00 0.0979
H -2.5033 -2.7704 1.8762 -0.01 0.00 0.01 0.0691
H -1.9904 -1.9636 3.3423 -0.01 -0.01 0.00 0.0937
H -0.0060 -4.0790 1.4663 0.00 -0.01 -0.01 0.0985
H 0.9375 -3.1121 0.3365 0.00 -0.01 0.01 0.0625
H -2.0397 -3.8356 0.0562 0.00 0.00 0.01 0.0719
H -0.7078 -4.5272 -0.8492 0.00 0.00 0.00 0.0940
H -3.4282 -3.1545 -2.1111 -0.02 0.00 0.00 0.0968
H -3.1901 -1.4832 -2.5732 -0.01 -0.01 -0.01 0.0800
H -3.7378 -2.5275 0.2635 0.00 -0.01 -0.01 0.0695
H -4.8137 -1.5841 -0.7460 0.00 0.00 0.01 0.0928
C 1.5584 -1.2224 -3.5015 -0.07 0.02 0.05 -0.1812
Si 2.4776 -0.8381 -1.8998 -0.03 -0.02 -0.02 0.4021
C 3.6615 0.5655 -2.2291 0.01 0.01 0.00 -0.1539
C 3.4428 -2.4039 -1.5110 0.05 0.01 -0.03 -0.1634
N 1.3714 -0.3889 -0.6265 0.01 0.00 0.01 -0.1231
C 1.8795 0.1866 0.5722 0.05 -0.02 -0.08 -0.3427
C 3.1218 -0.1470 1.1064 -0.03 0.02 0.01 -0.0518
C 3.5824 0.4325 2.2801 -0.01 -0.01 0.00 -0.0833
C 2.7802 1.3341 2.9582 0.02 0.00 0.02 -0.0838
C 1.5226 1.6482 2.4629 -0.03 0.01 0.00 -0.0474
C 1.0544 1.1045 1.2699 0.02 0.01 0.00 -0.3403
N -0.2339 1.3811 0.7346 0.06 0.00 0.00 -0.1206
Si -0.9116 2.9760 0.9372 -0.01 0.00 0.02 0.3947
C -1.5054 3.3151 2.6882 0.03 0.06 0.00 -0.1656
C 0.3447 4.2619 0.4334 -0.01 0.00 0.02 -0.1536
C -2.4475 3.2036 -0.1274 -0.02 -0.05 0.01 -0.1817
H 2.3224 -1.4343 -4.2547 0.03 -0.02 0.04 0.0445
H 0.9526 -0.4212 -3.9318 0.02 0.04 0.00 0.0142
H 0.9316 -2.1116 -3.4276 0.01 -0.01 -0.02 -0.0021
H 4.4231 0.2684 -2.9541 -0.01 0.00 0.00 0.0408
H 4.1721 0.8766 -1.3167 0.01 0.01 -0.01 0.0320
H 3.1413 1.4395 -2.6295 0.00 -0.01 0.00 0.0342
H 3.6773 -2.9465 -2.4301 0.01 0.01 0.00 0.0363
H 2.8946 -3.0875 -0.8587 0.00 0.00 0.00 0.0189
H 4.3923 -2.1749 -1.0233 -0.01 -0.05 0.01 0.0319
H 3.7367 -0.8774 0.5971 0.02 0.01 0.01 0.0856
H 4.5567 0.1650 2.6668 0.00 0.00 -0.01 0.1051
H 3.1211 1.7847 3.8809 -0.01 0.00 0.00 0.1050
H 0.8905 2.3261 3.0216 0.01 -0.01 -0.01 0.0858
H -0.7125 3.7262 3.3156 -0.03 -0.01 0.01 0.0303
H -1.8890 2.4225 3.1882 0.00 -0.01 -0.01 0.0233
H -2.3117 4.0528 2.6684 0.01 0.00 0.01 0.0370
H 1.2785 4.1407 0.9841 0.01 0.01 0.00 0.0333
H -0.0314 5.2688 0.6293 0.00 -0.01 -0.01 0.0403
H 0.5806 4.1949 -0.6320 0.00 -0.01 0.00 0.0323
H -3.2881 2.5982 0.2146 -0.01 0.00 -0.02 0.0021
H -2.3431 3.0535 -1.2038 0.01 0.01 -0.01 0.0132
H -2.7447 4.2486 -0.0005 0.01 0.00 0.00 0.0445
N -0.9296 0.8946 -2.2572 -0.02 -0.03 0.04 0.1263
H -1.7553 0.7080 -2.8180 -0.01 -0.02 0.02 0.0891
H -0.1095 0.7358 -2.8371 0.00 0.00 -0.04 0.0476
H -0.9434 1.8811 -2.0093 0.01 0.01 0.01 0.0566